#1
H2N2O2S | ωB97M-V/def2-TZVPD

Output
Kohn-Sham gap = 8.593 eV
lowest unoccupied orbital energy = -1.2326 eV
HOMO level = -0.3611 Eh
M = 94.1 g mol⁻¹

Last column: Mulliken charge in e.
Positions of all 7 atoms, in Å:
1 N 0.90 0.67 0.49  -0.082
2 N 2.08 0.30 0.29  -0.359
3 O -2.00 0.23 -0.61  -0.416
4 O -2.32 -1.94 0.38  -0.362
5 S -1.72 -0.67 0.52  0.755
6 H 0.49 1.08 -0.42  0.234
7 H 2.59 0.33 -0.65  0.228

=====

#2
H2N2O2S | ωB97M-V/def2-TZVPD

Output
Kohn-Sham gap (alpha / beta) = 7.747 / 7.744 eV
lowest unoccupied orbital energy (alpha / beta) = -1.0004 / -1.0011 eV
HOMO level (alpha / beta) = -0.3215 / -0.3214 Eh
M = 94.1 g mol⁻¹

Last column: Mulliken charge in e.
Positions of all 7 atoms, in Å:
1 N 0.37 0.33 0.18  -0.250
2 N -0.71 -0.10 0.51  0.159
3 O 2.94 0.12 -0.36  -0.463
4 O -1.83 0.46 -0.13  -0.395
5 S 1.61 -0.54 -0.22  0.342
6 H -0.90 -1.62 0.48  0.233
7 H -1.47 1.34 -0.46  0.374

=====

In terms of stability, #1 leads; the second structure lies 82.9 kcal/mol higher.

=====

#1
C2H8N4 | ωB97M-V/def2-TZVPD

Output
SMILES = [H]/N=C(/N)N(C)N
Kohn-Sham gap = 10.025 eV
lowest unoccupied orbital energy = 0.9220 eV
HOMO level = -0.3345 Eh
M = 88.1 g mol⁻¹

Last column: Mulliken charge in e.
Positions of all 14 atoms, in Å:
1 H 1.33 0.74 -2.09  0.252
2 N 0.44 1.15 -1.82  -0.835
3 C -0.10 0.56 -0.81  0.828
4 N -1.46 0.64 -0.63  -0.448
5 N 0.65 -0.37 -0.01  -0.240
6 C -0.08 -1.49 0.53  -0.937
7 N 0.93 0.77 1.01  -0.569
8 H -1.90 1.32 -1.22  0.269
9 H -1.79 0.65 0.33  0.219
10 H -0.80 -1.22 1.33  0.328
11 H 0.64 -2.20 0.95  0.277
12 H -0.65 -1.93 -0.27  0.383
13 H 0.93 0.30 1.91  0.249
14 H 1.87 1.09 0.79  0.224

=====

#2
C2H8N4 | ωB97M-V/def2-TZVPD

Output
SMILES = NCC1(N)NN1
Kohn-Sham gap = 8.833 eV
lowest unoccupied orbital energy = 1.0153 eV
HOMO level = -0.2873 Eh
M = 88.1 g mol⁻¹

Last column: Mulliken charge in e.
Positions of all 14 atoms, in Å:
1 N 0.81 1.66 -0.57  -0.667
2 C -0.25 1.01 0.22  -0.385
3 C -0.13 -0.52 0.16  0.696
4 N 1.09 -1.07 -0.28  -0.430
5 N -0.87 -1.30 1.07  -0.541
6 N -1.25 -1.32 -0.17  -0.557
7 H 0.55 1.69 -1.56  0.221
8 H 0.86 2.65 -0.30  0.242
9 H -1.23 1.34 -0.13  0.286
10 H -0.14 1.31 1.27  0.305
11 H 1.31 -2.06 -0.23  0.185
12 H 1.82 -0.40 -0.53  0.199
13 H -1.43 -0.85 1.80  0.215
14 H -1.13 -2.14 -0.76  0.229

=====

In terms of stability, #1 leads; the second structure lies 25.2 kcal/mol higher.

=====

#1
C14H20N2O6S2 | ωB97M-V/def2-TZVPD

Output
Kohn-Sham gap = 9.282 eV
lowest unoccupied orbital energy = -0.3725 eV
HOMO level = -0.3548 Eh
M = 376.5 g mol⁻¹

Last column: Mulliken charge in e.
Positions of all 44 atoms, in Å:
1 C 1.27 2.66 -1.62  -1.134
2 C 1.11 3.34 -0.38  -0.198
3 H 1.13 4.53 -0.51  0.291
4 H 1.76 3.01 0.34  0.234
5 O -0.32 2.87 -0.02  -0.329
6 C -0.58 1.82 0.83  0.013
7 O 0.27 0.99 1.17  -0.627
8 C -1.98 1.77 1.17  0.970
9 C -2.40 0.29 1.24  -1.406
10 N -2.49 -0.28 -0.01  0.585
11 S -2.39 -1.68 -0.18  1.212
12 O -2.86 -2.50 0.87  -0.736
13 O -2.85 -2.42 -1.58  -0.727
14 C -0.52 -1.77 -0.23  -0.322
15 C 0.18 -2.19 0.74  0.295
16 C 1.47 -1.88 1.02  -0.887
17 C 2.14 -1.38 -0.14  0.208
18 C 1.35 -1.04 -1.27  -0.232
19 C 0.15 -1.20 -1.45  -0.877
20 H -0.61 -1.06 -2.13  0.745
21 H 1.85 -0.53 -2.28  0.246
22 S 3.58 -0.32 0.15  1.050
23 O 3.99 0.39 -1.17  -0.735
24 O 4.61 -1.24 0.73  -0.667
25 N 3.33 0.90 0.92  -0.471
26 H 2.46 1.06 1.08  0.332
27 H 3.53 0.18 2.08  0.440
28 H 2.18 -1.88 1.74  0.659
29 H -0.39 -2.67 1.81  0.158
30 C -3.54 0.40 -0.67  -1.836
31 C -3.17 2.02 -0.95  -0.455
32 C -3.02 2.52 0.35  -1.536
33 H -3.90 2.56 1.04  0.357
34 H -2.69 3.45 0.36  0.672
35 H -4.00 2.37 -1.44  0.374
36 H -2.21 2.18 -1.43  0.260
37 H -4.51 0.37 -0.39  0.592
38 H -3.66 -0.04 -1.43  1.183
39 H -3.28 0.19 1.95  0.220
40 H -1.66 -0.19 1.90  0.686
41 H -1.85 2.05 2.48  0.349
42 H 2.11 2.90 -1.77  0.798
43 H 0.97 1.54 -1.56  0.005
44 H 0.49 2.89 -2.44  0.243

=====

#2
C14H20N2O6S2 | ωB97M-V/def2-TZVPD

Output
SMILES = CCOC(=O)[C@H]1CCCN(S(=O)(=O)c2ccc(S(N)(=O)=O)cc2)C1
Kohn-Sham gap = 9.498 eV
lowest unoccupied orbital energy = 0.0613 eV
HOMO level = -0.3468 Eh
M = 376.5 g mol⁻¹

Last column: Mulliken charge in e.
Positions of all 44 atoms, in Å:
1 C 1.44 3.29 -2.61  -1.522
2 C 1.34 2.00 -1.82  0.230
3 O -0.04 1.59 -1.69  -0.187
4 C -0.68 1.88 -0.57  -0.009
5 O -0.18 2.39 0.40  -0.602
6 C -2.16 1.52 -0.66  0.769
7 C -2.40 0.33 -1.60  -0.440
8 C -3.81 -0.22 -1.36  -0.846
9 C -3.91 -0.80 0.05  -0.708
10 N -3.04 -0.11 0.98  0.145
11 S -2.07 -0.95 2.01  1.326
12 O -1.98 -0.21 3.24  -0.722
13 O -2.54 -2.30 2.03  -0.735
14 C -0.43 -0.93 1.25  0.261
15 C 0.53 -0.07 1.75  -0.663
16 C 1.76 0.01 1.11  -0.385
17 C 1.97 -0.77 -0.01  0.318
18 S 3.51 -0.62 -0.89  1.282
19 N 4.37 -1.93 -0.29  -0.506
20 O 4.17 0.59 -0.50  -0.649
21 O 3.28 -0.85 -2.29  -0.664
22 C 1.03 -1.65 -0.49  -0.262
23 C -0.19 -1.74 0.16  -1.173
24 C -2.78 1.28 0.73  -1.422
25 H 0.98 3.18 -3.59  0.315
26 H 0.94 4.10 -2.08  0.356
27 H 2.48 3.55 -2.73  0.430
28 H 1.77 2.12 -0.82  0.305
29 H 1.84 1.18 -2.33  0.102
30 H -2.63 2.41 -1.10  0.499
31 H -2.28 0.65 -2.63  0.486
32 H -1.67 -0.45 -1.40  0.006
33 H -4.53 0.59 -1.49  0.362
34 H -4.04 -0.99 -2.09  0.394
35 H -4.95 -0.74 0.41  0.259
36 H -3.62 -1.85 0.08  0.415
37 H 0.30 0.53 2.61  0.486
38 H 2.53 0.68 1.44  0.439
39 H 4.67 -2.56 -1.02  0.269
40 H 5.14 -1.64 0.29  0.267
41 H 1.25 -2.24 -1.37  0.465
42 H -0.96 -2.43 -0.16  0.430
43 H -3.73 1.83 0.82  0.305
44 H -2.11 1.63 1.51  0.572

=====

In terms of stability, #2 leads; the second structure lies 376.6 kcal/mol higher.